Entry 1:
The following is a DFT calculation (the ωB97M-V functional and the def2-TZVPD basis) of a structure of composition C3H7N2S at a distorted geometry.

Structure (XYZ):
```
13
Properties=species:S:1:pos:R:3:lowdin_charge:R:1
S 2.02 -0.09 0.07 0.99
N -0.35 -0.59 1.23 0.07
N -0.29 -0.82 -0.83 0.12
C 0.71 1.25 0.13 -0.31
C 0.74 -1.24 0.11 -0.46
C -0.54 0.35 0.13 -0.32
H -1.45 0.78 0.15 0.12
H -0.21 -0.52 -1.76 0.16
H 0.65 1.89 0.99 0.08
H 0.10 -0.25 2.07 0.11
H -1.23 -1.22 -0.80 0.19
H 0.96 2.07 -0.69 0.14
H 0.92 -2.25 0.19 0.10
```

HOMO: -0.508 Eh
Frontier orbital gap: 0.3808 hartree
Net charge: +1
E: -17030.4075 eV

=====

Entry 2:
The following is a DFT calculation (the ωB97M-V functional and the def2-TZVPD basis) of a structure of composition C3H7N2S at a distorted geometry.

Structure (XYZ):
```
13
Properties=species:S:1:pos:R:3:lowdin_charge:R:1
S -0.24 -0.01 2.13 0.91
N -0.44 -1.44 -0.07 -0.04
N 0.49 1.86 -0.23 0.15
C 0.86 0.61 0.16 -0.25
C 0.51 -0.61 -0.80 -0.12
C -0.81 -1.09 1.11 -0.58
H 1.52 -1.19 -1.09 0.18
H -1.04 -2.03 -0.65 0.16
H -3.55 -0.97 1.15 0.11
H -0.17 2.06 -0.93 0.11
H 1.84 0.57 0.69 0.13
H 0.85 2.56 0.34 0.10
H 0.18 -0.30 -1.80 0.13
```

HOMO (spin up / spin down): -0.520 / -0.479 Eh
Frontier orbital gap (spin up / spin down): 0.3061 / 0.3104 hartree
Net charge: +1
E: -17027.6070 eV

=====

Entry 3:
The following is a DFT calculation (the ωB97M-V functional and the def2-TZVPD basis) of the ion C3H7N2S with charge +1 at a distorted geometry.

Structure (XYZ):
```
13
Properties=species:S:1:pos:R:3:lowdin_charge:R:1
S -1.04 -1.94 -0.79 0.87
N -0.77 0.24 0.99 0.01
N 0.26 0.43 -1.08 0.04
C 0.57 0.41 1.24 -0.05
C -0.93 -0.16 -0.42 -0.60
C 1.19 0.58 0.01 -0.08
H -1.85 0.26 -0.69 0.09
H 1.01 0.50 2.22 0.14
H 2.20 0.67 -0.22 0.10
H 0.08 1.37 -1.48 0.20
H -1.22 -0.14 1.81 0.15
H 0.78 -0.18 -1.87 0.24
H -0.29 -2.05 0.29 -0.12
```

HOMO: -0.490 Eh
Frontier orbital gap: 0.3576 hartree
Net charge: +1
SMILES string: S[C@H]1NC=C[NH2+]1
E: -17031.3911 eV

=====

Entry 4:
The following is a DFT calculation (the ωB97M-V functional and the def2-TZVPD basis) of a structure of composition C3H7N2S2 at a distorted geometry.

Structure (XYZ):
```
14
Properties=species:S:1:pos:R:3:lowdin_charge:R:1
S 1.36 -1.54 -0.08 0.72
S -3.52 0.17 0.11 1.06
N -1.51 -1.80 -0.09 0.10
N 2.04 1.01 -0.30 0.06
C -1.87 0.85 -0.65 -0.16
C -2.10 -0.58 -0.24 -0.68
C 1.25 0.11 0.24 -0.68
H -2.19 1.30 -1.52 0.05
H -2.17 -2.63 0.22 0.19
H 0.49 0.36 0.98 0.07
H 2.65 0.67 -1.09 0.15
H -1.44 1.48 0.14 0.08
H -0.42 -1.86 -0.18 -0.10
H 2.08 1.96 0.11 0.14
```

HOMO: -0.471 Eh
Frontier orbital gap: 0.3046 hartree
Net charge: +1
E: -27866.3257 eV

=====

Entry 5:
The following is a DFT calculation (the ωB97M-V functional and the def2-TZVPD basis) of the ion C3H7N2S2 with charge +1 at a distorted geometry.

Structure (XYZ):
```
14
Properties=species:S:1:pos:R:3:lowdin_charge:R:1
S 1.18 -1.53 2.47 0.88
S 1.16 -1.00 -1.10 0.99
N 0.19 0.49 1.05 -0.10
N -0.82 0.76 -1.03 0.01
C 0.25 -0.84 1.21 -0.69
C -0.43 1.30 0.15 -0.14
C -0.33 -0.35 -1.58 -0.48
H -0.81 2.18 0.61 0.13
H -1.64 1.18 -1.33 0.15
H 1.04 -2.17 -1.79 -0.03
H -0.55 -1.39 0.78 0.07
H 1.51 -0.26 2.85 -0.09
H 0.80 1.12 1.73 0.20
H -0.82 -0.60 -2.45 0.07
```

HOMO: -0.423 Eh
Frontier orbital gap: 0.2767 hartree
Net charge: +1
E: -27865.4879 eV

=====

Entry 6:
The following is a DFT calculation (the ωB97M-V functional and the def2-TZVPD basis) of the ion C3H7N2Si with charge +1 at a distorted geometry.

Structure (XYZ):
```
13
Properties=species:S:1:pos:R:3:lowdin_charge:R:1
Si 2.52 -0.17 -0.03 0.59
N -1.37 0.86 0.09 0.06
N 0.85 0.11 0.19 -0.09
C -0.04 0.89 0.42 -0.32
C -1.89 -1.49 -0.47 0.41
C -2.22 -0.27 -0.24 -0.09
H 0.21 2.05 0.60 0.19
H 2.65 -1.39 -0.89 -0.06
H -1.60 -2.56 -0.47 0.13
H 2.73 -0.88 1.27 -0.07
H -3.17 0.15 -0.54 0.16
H 3.36 1.04 0.00 -0.06
H -2.02 1.65 0.05 0.15
```

HOMO (spin up / spin down): -0.508 / -0.508 Eh
Frontier orbital gap (spin up / spin down): 0.2284 / 0.2283 hartree
Net charge: +1
E: -14069.6867 eV

=====

Entry 7:
The following is a DFT calculation (the ωB97M-V functional and the def2-TZVPD basis) of a cluster of 2 separate species, C3H7N3 in total at a distorted geometry.

Structure (XYZ):
```
13
Properties=species:S:1:pos:R:3:lowdin_charge:R:1
N 3.88 1.94 -0.70 0.01
N 0.30 -1.44 0.49 0.07
N -2.06 -0.46 -0.13 -0.02
C -0.92 0.46 -0.06 -0.29
C 0.40 -0.15 0.33 -0.14
C 2.95 1.39 -0.29 -0.13
H -0.74 0.95 -1.03 0.11
H -2.79 -0.20 0.52 0.07
H -2.47 -0.48 -1.06 0.07
H 1.11 -2.00 0.73 0.10
H 2.04 0.86 0.07 -0.05
H -1.11 1.29 0.63 0.11
H -0.61 -1.91 0.36 0.09
```

HOMO: -0.330 Eh
Frontier orbital gap: 0.3548 hartree
E: -7692.4010 eV

=====

Entry 8:
The following is a DFT calculation (the ωB97M-V functional and the def2-TZVPD basis) of an isolated molecule of C3H7N3 at a distorted geometry.

Structure (XYZ):
```
13
Properties=species:S:1:pos:R:3:lowdin_charge:R:1
N -1.94 0.97 0.92 0.06
N 0.25 -0.30 -0.69 -0.23
N 0.24 0.95 -0.20 -0.02
C -0.91 1.47 0.46 -0.32
C 1.57 -1.11 -0.47 -0.10
C 0.04 -1.58 -0.05 -0.14
H 0.56 1.41 -0.95 0.09
H -0.06 -1.44 1.08 0.10
H -2.80 1.67 1.03 0.11
H -0.78 -2.08 -0.73 0.13
H 2.32 -0.81 0.44 0.12
H -0.71 2.45 0.54 0.07
H 2.22 -1.63 -1.37 0.12
```

HOMO: -0.294 Eh
Frontier orbital gap: 0.3326 hartree
SMILES string: [H]/N=C/NN1CC1
E: -7689.3583 eV

=====

Entry 9:
The following is a DFT calculation (the ωB97M-V functional and the def2-TZVPD basis) of an isolated molecule of C3H7N3O at a distorted geometry.

Structure (XYZ):
```
14
Properties=species:S:1:pos:R:3:lowdin_charge:R:1
O 0.07 0.66 -1.27 -0.17
N 0.17 2.03 -0.96 0.00
N -1.72 -2.00 -0.23 0.17
N 1.54 -0.82 0.10 0.12
C -0.89 -1.17 0.06 -0.19
C -0.51 0.09 1.20 0.04
C 0.24 -0.26 -0.03 -0.54
H -1.36 0.76 1.18 0.09
H -0.70 2.33 -0.53 0.07
H 2.17 -0.15 0.53 0.09
H -1.76 -2.41 -1.16 0.07
H 0.91 2.14 -0.26 0.08
H 1.90 -1.07 -0.81 0.10
H -0.06 -0.14 2.15 0.08
```

HOMO: -0.313 Eh
Frontier orbital gap: 0.3424 hartree
SMILES string: [H]/N=C1/C[C@]1(N)ON
E: -9737.6314 eV

=====

Entry 10:
The following is a DFT calculation (the ωB97M-V functional and the def2-TZVPD basis) of an isolated molecule of C3H7N3O.

Structure (XYZ):
```
14
Properties=species:S:1:pos:R:3:lowdin_charge:R:1
O 0.30 -1.31 -0.80 0.04
N 0.96 0.20 0.74 0.03
N -1.20 -0.85 0.84 0.07
N -2.02 0.78 -0.57 0.12
C 0.08 -0.70 0.24 -0.60
C 2.12 0.50 -0.08 -0.07
C -2.00 -0.46 -0.30 -0.27
H 1.87 1.23 -0.86 0.09
H -1.39 -0.21 1.61 0.11
H 2.95 0.86 0.52 0.08
H -2.44 0.96 -1.48 0.05
H -2.40 -1.29 -0.89 0.12
H 2.38 -0.44 -0.58 0.08
H 0.79 0.72 1.59 0.14
```

HOMO: -0.359 Eh
Frontier orbital gap: 0.3951 hartree
SMILES string: [H]/N=C/NC(=O)NC
E: -9741.8418 eV

=====

Entry 11:
The following is a DFT calculation (the ωB97M-V functional and the def2-TZVPD basis) of a structure of composition C3H7N3O at a distorted geometry.

Structure (XYZ):
```
14
Properties=species:S:1:pos:R:3:lowdin_charge:R:1
O -0.76 0.20 2.93 -0.11
N 0.09 -1.28 -0.15 0.15
N -1.00 0.82 -0.48 0.10
N -0.02 0.24 1.76 -0.13
C -0.01 -0.01 -0.75 -0.41
C -0.67 1.00 0.84 -0.24
C 0.67 0.12 -2.10 -0.02
H 0.95 -1.80 -0.27 0.11
H -1.21 1.85 1.26 0.11
H 0.21 -0.56 -2.82 0.09
H 1.74 -0.12 -2.02 0.08
H -0.42 -1.50 0.70 0.10
H -0.12 -0.10 3.60 0.09
H 0.55 1.13 -2.49 0.08
```

HOMO (spin up / spin down): -0.269 / -0.269 Eh
Frontier orbital gap (spin up / spin down): 0.2869 / 0.2868 hartree
E: -9737.9070 eV

=====

Entry 12:
The following is a DFT calculation (the ωB97M-V functional and the def2-TZVPD basis) of an isolated molecule of C3H7N3O at a distorted geometry.

Structure (XYZ):
```
14
Properties=species:S:1:pos:R:3:lowdin_charge:R:1
O 2.45 -0.63 -0.35 0.13
N -0.33 1.47 0.08 -0.10
N -0.88 0.53 -0.84 -0.11
N 0.03 -1.23 0.40 0.06
C 1.07 1.28 0.40 -0.12
C 1.63 0.12 -0.04 -0.31
C -1.24 -0.72 -0.24 -0.22
H -1.95 -0.66 0.53 0.09
H 1.61 2.19 0.38 0.07
H -0.06 -1.15 1.41 0.11
H -1.78 -1.36 -0.93 0.11
H -0.14 0.42 -1.58 0.13
H -0.99 1.62 0.85 0.11
H 0.59 -1.88 -0.07 0.06
```

HOMO: -0.266 Eh
Frontier orbital gap: 0.2950 hartree
SMILES string: NCNNC=C=O
E: -9738.6262 eV

=====

Sequential energy relative to the best compared isomer or geometry (same formula, charge and spin) output: 305.20 575.41 210.29 247.87 328.70 563.95 219.82 513.40 521.20 114.97 494.62 425.22 kJ/mol